(1)
16
Properties=species:S:1:pos:R:3:forces:R:3 method="wB97M-V/def2-TZVPD" de_lowest_kj_mol=634.7 total_charge=0
C 1.307161 0.913410 0.365500 0.03 -0.10 -0.35
N 0.156103 -0.745061 -1.269674 0.38 0.59 1.48
C 0.612415 -0.439520 0.273005 -1.11 0.00 -0.12
C -1.217127 -0.009388 0.500958 0.99 -0.52 0.35
N -1.568096 0.092123 1.794754 -0.24 0.10 -0.10
C -1.519345 -0.034135 -0.730299 0.68 -0.01 -0.79
O 1.222837 -0.544991 -2.212188 -0.69 0.02 0.07
O 0.962643 -1.381954 0.978983 -0.02 0.06 -0.35
H 1.114768 0.375426 -2.487461 0.04 -0.09 0.05
H 0.014427 -1.754850 -1.267942 0.03 0.04 -0.17
H -2.547762 0.040421 2.033296 0.14 0.01 0.03
H -0.942812 -0.386005 2.434357 -0.02 0.06 -0.11
H -2.076631 0.176492 -1.616448 -0.12 -0.07 -0.01
H 1.317012 1.232139 1.406490 -0.06 -0.07 -0.03
H 2.340445 0.785870 0.036543 -0.02 0.01 0.03
H 0.823962 1.680025 -0.239876 -0.01 -0.02 0.01

---

(2)
7
Properties=species:S:1:pos:R:3:forces:R:3 method="wB97M-V/def2-TZVPD" de_lowest_kj_mol=0.0 total_charge=0
C 0.619367 -0.284104 -0.046989 -1.21 0.17 -1.15
O -0.758910 -0.167753 -0.189905 2.20 -0.19 0.80
Sr -2.425761 -0.751708 1.389898 -0.18 0.10 0.00
Li -0.741171 1.594807 -0.822479 0.12 -0.41 0.26
F 1.139193 1.022954 -0.510975 -0.03 -0.08 -0.07
H 1.043498 -1.021617 -0.745625 -0.08 0.30 0.09
H 1.123786 -0.392579 0.926074 -0.82 0.11 0.08

---

(3)
72
Properties=species:S:1:pos:R:3:forces:R:3 method="wB97M-V/def2-TZVPD" total_charge=-1
N 6.709819 0.482097 1.376829 -0.49 -0.95 0.87
C 5.292164 0.347062 1.945209 -1.28 -1.47 -0.03
C 4.113082 0.690231 0.853698 0.39 0.91 -1.20
C 3.502245 2.219290 1.018063 1.23 -1.17 -0.65
B 2.391785 2.361709 2.221769 0.95 2.89 0.70
O 0.948006 2.313567 1.918914 -3.59 -1.91 2.13
C 0.211328 1.638632 3.030472 3.10 -2.47 -3.31
S -1.479308 2.273153 3.524722 1.38 4.77 9.12
O -1.972804 1.492123 4.790677 1.06 1.10 -5.57
O -1.270895 3.756772 4.022789 -0.94 -4.92 -3.11
C -2.735149 2.366288 2.140154 -2.43 2.73 -1.80
F -4.099394 2.427218 2.776131 4.48 -0.61 -2.28
F -2.574956 3.690668 1.437349 -0.44 -4.52 2.19
C -2.607780 1.198584 0.997607 -0.57 0.54 -2.97
F -1.298290 1.167381 0.284172 -4.46 0.12 2.89
F -3.627420 1.545193 -0.062109 3.01 -1.20 3.29
C -2.989112 -0.315377 1.503718 -0.77 -3.75 -0.44
F -4.322435 -0.436628 2.151930 4.93 0.71 -2.18
F -3.071874 -1.161185 0.254368 0.31 2.77 4.18
F -1.968776 -0.963609 2.360148 -3.65 2.60 -2.89
C 1.327490 1.343858 4.240820 2.32 -1.26 -1.02
C 1.501466 -0.252812 4.706180 -0.39 0.53 0.36
C 2.009394 -1.233214 3.495086 0.15 -0.32 0.30
C 2.010485 -2.834472 3.978093 0.76 0.82 -2.08
F 2.921859 -3.554097 3.018043 -2.30 1.44 2.37
Br 2.788336 -3.108057 5.809741 -0.78 0.13 -1.60
C 0.535699 -3.550122 3.811348 -1.12 -1.35 1.72
F 0.539647 -4.817545 4.625055 -0.29 3.72 -2.25
F -0.604066 -2.730465 4.285733 3.69 -2.40 -1.18
Br 0.132222 -4.109219 1.906515 0.38 0.74 1.97
N 1.102673 2.004959 5.588560 2.73 7.99 -1.15
C 1.504193 3.317709 5.595621 -1.18 -2.47 -1.67
S 1.922064 4.972213 5.362632 -1.34 -5.54 1.19
O 2.599169 1.655764 3.510209 -2.80 -1.94 2.16
H 7.336930 0.469931 2.212272 -0.56 0.02 -1.01
H 6.945941 -0.408297 0.849869 -0.54 1.47 0.87
H 5.163603 -0.800808 2.241853 0.00 2.29 -0.28
H 5.121089 0.991096 2.910343 0.56 -1.12 -1.96
H 4.593831 0.646714 -0.226919 -0.76 -0.26 2.13
H 3.213688 -0.068184 0.850444 1.87 1.25 0.26
H 4.414238 2.952331 1.254969 -1.91 -1.62 -0.52
H 3.051419 2.582052 -0.004828 0.79 -0.73 1.85
H 2.545258 3.503582 2.552458 0.19 1.22 0.02
H 0.074807 0.563391 2.587437 -0.62 1.74 1.09
H 0.498508 -0.595348 5.219714 1.89 0.53 -1.22
H 2.308710 -0.213812 5.584609 -1.68 -0.07 -2.19
H 1.340321 -1.210396 2.525857 1.13 0.02 1.97
H 3.100838 -0.899870 3.151723 -2.39 -1.01 0.95
F -6.206736 0.643621 -6.400691 -0.17 0.10 -0.27
C -5.519971 0.223767 -5.329854 0.62 -0.37 0.95
C -5.429605 1.043680 -4.210377 -0.03 0.01 -0.06
C -4.718961 0.604778 -3.093269 0.03 -0.29 -0.30
C -4.096793 -0.645951 -3.112310 0.00 0.01 0.02
C -4.189029 -1.459492 -4.242608 -0.22 0.37 0.14
C -4.909046 -1.025011 -5.355190 -0.06 0.03 -0.10
H -5.912351 2.015466 -4.216920 0.03 -0.11 -0.03
H -4.648918 1.235016 -2.210182 -0.01 -0.12 -0.22
H -3.538870 -0.985997 -2.242446 -0.11 0.09 -0.18
H -3.700508 -2.430808 -4.256635 -0.10 0.17 -0.02
H -4.998431 -1.648290 -6.238740 0.00 0.09 0.05
F -0.288409 -2.391436 -4.029643 -0.03 -0.06 0.15
C -0.198367 -2.002134 -5.308295 0.07 0.32 -1.00
C 0.763769 -2.575977 -6.132098 0.01 -0.06 0.04
C 0.854502 -2.174637 -7.464868 -0.36 0.27 0.19
C -0.011728 -1.194988 -7.956507 0.03 -0.06 0.03
C -0.970778 -0.621350 -7.120389 0.30 -0.32 0.06
C -1.068560 -1.030929 -5.790833 -0.01 0.03 0.09
H 1.433440 -3.329435 -5.730486 -0.09 0.08 0.00
H 1.598157 -2.622757 -8.119174 -0.11 0.07 0.16
H 0.062340 -0.879051 -8.994905 -0.01 -0.05 0.20
H -1.641160 0.143890 -7.504187 0.09 -0.14 0.12
H -1.814035 -0.602026 -5.129444 0.12 -0.04 -0.04

---

(4)
77
Properties=species:S:1:pos:R:3:forces:R:3 method="wB97M-V/def2-TZVPD" spin_multiplicity=3 total_charge=0
F 3.912312 2.716560 2.683349 -0.93 -1.91 -2.85
C 3.666832 1.990211 1.456299 0.75 0.87 1.08
F 4.026591 0.624697 1.762094 -1.27 3.45 -0.99
F 2.278434 2.093523 1.172860 3.39 -0.65 0.82
C 4.608895 2.617731 0.304915 2.02 -1.32 -2.45
C 5.482289 1.590077 -0.520731 -0.72 4.22 0.10
C 6.421885 2.118764 -1.625229 -1.53 3.92 1.36
C 6.494521 3.682134 -1.894358 -1.64 -2.90 1.97
C 5.595123 4.732384 -1.088656 0.78 -1.78 -0.35
N 5.753273 6.114461 -1.435318 -3.72 -0.67 4.34
C 4.914023 6.936024 -0.600536 0.20 -2.23 -0.16
C 3.945218 6.402108 0.478739 1.06 -2.07 -0.87
N 3.781354 5.010308 0.816710 3.05 3.24 -3.55
C 4.648406 4.196232 0.019679 0.14 -1.53 -0.05
H 5.450072 0.462081 -0.352545 -0.17 1.92 0.02
H 7.071470 1.371349 -2.218030 -1.20 1.57 1.05
H 7.216123 4.055163 -2.702106 -1.33 -0.45 1.43
H 4.957037 8.079454 -0.754735 0.01 -2.17 0.16
H 3.302580 7.165657 1.055834 1.15 -1.50 -1.01
C 1.463667 -3.434495 1.489032 -0.31 -0.06 0.09
C 2.314626 -2.817617 0.348254 0.15 -0.17 2.04
C 2.053887 -1.297061 0.264869 -0.18 0.06 -0.39
C 0.705134 -0.943631 -0.351618 -0.07 -0.08 0.04
C 0.518750 -1.636299 -1.696266 0.37 0.19 0.15
C 0.747012 -3.162437 -1.630647 -1.95 -0.63 -0.53
N 2.020421 -3.527176 -0.935764 2.63 2.55 -2.51
O 3.049450 -3.269813 -1.796960 -1.80 -1.08 1.62
C -0.452584 -3.836763 -0.922007 -0.09 0.02 0.30
C 0.677631 -3.728029 -3.074518 0.74 0.05 0.03
C 3.778563 -3.028106 0.822908 0.11 -0.08 -0.74
H 0.490916 -2.955323 1.605050 -0.01 -0.08 -0.12
H 1.308317 -4.506511 1.335302 0.00 0.13 -0.08
H 1.955758 -3.329573 2.460811 0.11 0.11 -0.24
H 2.839543 -0.818316 -0.332931 0.04 -0.21 -0.01
H 2.118374 -0.850176 1.262331 0.08 -0.30 -0.04
H -0.111634 -1.206504 0.327723 0.05 -0.01 -0.08
H 0.643180 0.140665 -0.491973 -0.03 -0.09 0.05
H -0.484919 -1.419767 -2.075683 0.03 -0.27 0.02
H 1.216409 -1.188241 -2.414602 0.08 -0.22 0.03
H -0.265641 -4.903230 -0.761559 0.07 0.12 -0.01
H -1.359696 -3.756391 -1.529281 0.25 0.09 -0.08
H -0.706697 -3.386264 0.034849 0.09 -0.03 0.03
H 1.396828 -3.254001 -3.748133 0.06 -0.10 0.25
H -0.310492 -3.556500 -3.513049 0.04 0.07 0.36
H 0.858277 -4.808118 -3.084687 0.04 0.13 0.06
H 4.020582 -4.093505 0.895181 -0.06 0.10 -0.07
H 3.933446 -2.585463 1.811621 -0.36 -0.02 -0.11
H 4.508679 -2.553122 0.161881 -0.19 -0.18 -0.11
C -4.456435 -0.420799 2.681101 -0.33 -0.06 0.06
C -3.599773 0.197492 1.545227 0.15 -0.22 2.02
C -3.861325 1.718552 1.460248 -0.08 0.08 -0.41
C -5.206529 2.072127 0.836212 -0.09 -0.02 0.05
C -5.384781 1.380079 -0.510027 0.41 0.17 0.17
C -5.156453 -0.146147 -0.444534 -1.93 -0.67 -0.54
N -3.886618 -0.511910 0.256206 2.71 2.61 -2.56
O -2.852177 -0.251973 -0.607504 -1.89 -1.13 1.78
C -6.359663 -0.821347 0.257098 -0.09 0.03 0.30
C -5.217974 -0.710192 -1.889414 0.74 0.06 0.03
C -2.139278 -0.010978 2.029330 0.14 -0.03 -0.80
H -5.430306 0.057068 2.791998 -0.01 -0.10 -0.11
H -4.609680 -1.492899 2.526142 0.00 0.13 -0.07
H -3.969904 -0.315697 3.655537 0.11 0.11 -0.25
H -3.072430 2.197307 0.867324 0.03 -0.22 -0.01
H -3.802741 2.164951 2.459025 0.09 -0.28 0.00
H -6.026689 1.808481 1.512234 0.04 -0.03 -0.02
H -5.268172 3.156335 0.695823 -0.01 -0.10 0.04
H -6.386453 1.596224 -0.894884 0.05 -0.28 -0.02
H -4.683332 1.828443 -1.224095 0.06 -0.21 0.03
H -6.173539 -1.887786 0.417346 0.06 0.13 -0.01
H -7.263612 -0.740483 -0.354873 0.26 0.06 -0.10
H -6.618784 -0.372030 1.213108 0.11 -0.05 0.04
H -4.495239 -0.235329 -2.558630 0.05 -0.10 0.25
H -6.203709 -0.538419 -2.333168 0.04 0.06 0.36
H -5.037102 -1.790189 -1.899721 0.04 0.14 0.06
H -1.894789 -1.075927 2.104185 -0.08 0.08 -0.06
H -1.989942 0.432779 3.018302 -0.35 -0.03 -0.11
H -1.406795 0.465116 1.372034 -0.19 -0.16 -0.09

---

(5)
82
Properties=species:S:1:pos:R:3:forces:R:3 method="wB97M-V/def2-TZVPD" total_charge=+2
C 1.742915 3.078060 -1.900977 0.38 -0.02 0.33
C 0.856510 2.832957 -0.948794 -0.29 0.10 -0.44
C 1.236057 2.455164 0.436359 -0.42 0.91 0.02
C 1.073622 0.909586 0.706355 0.45 1.61 0.17
C 2.326443 0.486792 1.518134 -0.07 0.10 -0.73
C 3.750341 0.524269 0.915722 -0.28 -0.22 -0.25
C 4.006628 1.114373 -0.471852 1.05 -0.44 0.00
C 5.307962 0.523216 -1.067352 -0.09 0.33 -0.28
N 6.264511 1.595961 -1.389169 0.20 -1.09 -0.51
C 5.938645 2.252599 -2.628098 -0.23 0.57 0.23
N 5.727320 3.492616 -2.651089 -0.23 0.53 0.25
N 5.912963 1.535560 -3.822050 -0.52 -0.32 -0.06
O 0.889727 0.294299 -0.553113 0.85 -1.37 1.09
C 0.994990 -1.110763 -0.587877 -1.13 0.75 -2.73
C -0.258781 -1.628994 -1.382602 -0.43 -0.02 0.04
N -0.122978 -1.456226 -2.800772 0.45 -0.26 0.24
C 2.257108 -1.636727 -1.286075 0.35 -0.99 0.80
O 2.070306 -3.033352 -1.498932 0.07 0.37 0.44
C 2.668649 -3.778627 -0.443301 -0.27 -0.92 -0.52
C 2.137565 -5.217459 -0.400216 0.33 0.48 0.60
C -0.220843 0.727682 1.585177 -0.60 -0.28 -0.28
O 0.170305 0.121261 2.846061 0.21 -2.09 -0.63
N -0.007893 0.990406 4.017585 -0.72 1.02 1.64
O -0.221029 0.393650 4.959889 0.39 0.02 -0.22
O -1.132255 -0.169873 1.053808 0.79 -0.01 -0.23
C -2.493645 0.278253 0.957837 -1.86 -0.38 -0.15
C -3.181011 0.495410 2.322207 0.27 -0.73 -0.28
C -4.363947 -0.474411 2.520471 -0.14 1.24 0.11
C -5.574245 -0.034948 1.676490 0.49 -0.66 0.94
C -6.919969 -0.346788 2.337802 0.05 0.57 -1.16
C -7.988670 -0.261439 1.253373 0.14 -0.37 -0.31
N -7.804952 -1.344410 0.266682 -0.36 0.14 0.29
P -2.719853 1.740138 -0.213440 1.34 1.23 -0.23
N -2.151602 1.048105 -1.674040 -0.62 0.04 0.94
O -4.313746 1.977146 -0.402439 0.12 -0.93 0.36
H 1.527179 2.871860 -2.934802 -0.23 1.08 -0.39
H 2.700357 3.457984 -1.588521 0.77 -0.71 -0.39
H -0.176667 2.967427 -1.210947 -0.55 -1.06 0.04
H 0.611106 3.050901 1.104277 -0.01 -0.33 0.47
H 2.251666 2.781150 0.617678 0.35 -0.15 0.08
H 2.166047 -0.566172 1.886950 0.61 -0.07 0.20
H 2.323451 1.085991 2.419759 -0.18 -0.02 0.27
H 4.388079 1.054752 1.613633 0.07 0.13 0.20
H 4.147550 -0.486027 0.925251 -0.07 -0.28 0.03
H 3.230104 0.959026 -1.206780 -0.49 0.19 0.20
H 4.229338 2.166984 -0.365220 -0.36 0.35 -0.14
H 5.797651 -0.182335 -0.401676 0.05 0.05 0.23
H 5.052891 -0.041079 -1.969300 -0.04 -0.28 0.00
H 7.157429 1.133091 -1.558152 0.09 0.14 0.18
H 5.855650 3.831188 -1.700193 0.15 0.29 -0.10
H 5.240766 0.775808 -3.816104 0.37 -0.27 0.10
H 5.593855 2.172840 -4.543481 0.30 0.08 -0.12
H 0.893166 -1.645248 0.427300 -0.14 -0.31 0.29
H -1.140561 -1.071944 -1.094064 0.26 0.24 0.51
H -0.447672 -2.667712 -1.152110 0.11 -0.33 -0.04
H 0.344621 -2.243694 -3.233258 0.08 0.15 -0.13
H 0.351864 -0.589883 -3.018053 -0.27 0.10 -0.32
H 3.167653 -1.531104 -0.704662 0.10 0.46 0.21
H 2.435063 -1.139102 -2.227500 -0.27 0.22 -0.23
H 2.465383 -3.313494 0.531850 -0.05 0.41 0.29
H 3.747833 -3.800958 -0.571180 0.22 0.27 0.02
H 2.975016 -5.893697 -0.491434 0.00 -0.34 -0.37
H 1.728972 -5.412934 0.587388 -0.26 -0.13 0.06
H 1.370873 -5.411287 -1.137506 0.01 0.00 -0.26
H -0.741508 1.649933 1.828517 0.34 0.35 0.01
H -3.041420 -0.548844 0.501801 0.37 -0.37 -0.16
H -2.474829 0.270757 3.119202 0.27 0.21 0.06
H -3.512032 1.525732 2.425585 -0.05 0.16 0.16
H -4.048960 -1.495717 2.321743 -0.04 -0.21 -0.03
H -4.628295 -0.395675 3.573514 -0.12 -0.20 0.14
H -5.501743 -0.507764 0.698334 -0.25 0.06 -0.24
H -5.526058 1.043819 1.603594 0.01 0.25 -0.38
H -6.919808 -1.310222 2.835855 -0.10 -0.12 0.19
H -7.110643 0.478334 3.016487 -0.09 -0.24 0.62
H -7.844129 0.667782 0.705606 -0.03 0.27 0.07
H -8.993839 -0.230172 1.671098 -0.09 -0.04 0.14
H -8.275859 -2.168782 0.625753 0.12 -0.13 -0.14
H -8.311609 -1.088797 -0.573019 0.02 -0.14 -0.08
H -2.713797 0.256365 -1.978027 0.12 0.05 -0.41
H -2.172361 1.794076 -2.362555 0.10 -0.29 -0.30
H -4.806305 1.168246 -0.626314 -0.20 0.27 0.02
Zn 0.777384 -1.794890 2.171922 -0.68 1.34 -0.02

---

DFT total energy list, top to bottom, in eV: -11347.5350 -6874.0334 -232516.3521 -46862.1752 -102920.7329